Record 1
{
  "formula": "C20H25B2F23O10",
  "method": "wB97M-V/def2-TZVPD",
  "e_above_lowest_ev": 4.675,
  "gap_ha": 0.2565,
  "total_energy_ha": -3876.560176,
  "max_force_ev_per_a": 6.694,
  "total_charge": -2,
  "homo_ev": -3.3,
  "molar_mass_g_mol": 884.0,
  "symbols": ["O", "F", "C", "F", "H", "O", "B", "O", "F", "H", "F", "H", "O", "H", "H", "H", "C", "H", "C", "O", "C", "F", "F", "O", "H", "C", "H", "C", "F", "F", "H", "H", "H", "C", "H", "C", "C", "H", "O", "F", "H", "C", "F", "C", "C", "H", "O", "H", "F", "H", "F", "F", "C", "H", "C", "F", "H", "H", "H", "C", "F", "F", "C", "H", "C", "C", "F", "H", "F", "O", "C", "F", "F", "C", "B", "H", "O", "F", "F", "F"],
  "xyz": [[1.377, -3.276, -0.019], [-1.520, 5.568, 5.348], [-3.336, 5.050, -2.922], [-0.758, -0.873, -4.451], [1.818, 2.003, 4.483], [-1.032, 3.613, 3.339], [-1.142, 0.471, 0.215], [3.441, -4.347, -0.375], [-2.952, 0.469, -2.808], [-1.101, 5.119, -2.583], [-5.031, -0.077, 3.097], [1.514, 6.184, -0.001], [-1.053, -3.014, -2.394], [-3.917, 5.750, -3.522], [1.105, 3.968, 1.050], [2.319, 0.458, 2.058], [0.509, 5.774, 0.100], [4.281, -6.154, 1.508], [2.283, 1.859, 3.508], [0.319, 5.225, 2.445], [-0.029, -5.277, -3.769], [0.449, 4.650, 5.603], [-5.026, -2.199, 2.441], [0.450, -3.913, -3.993], [3.664, -6.202, -1.031], [3.266, -6.180, 1.110], [1.979, -5.665, -0.558], [0.768, -6.331, -4.579], [-4.999, 1.039, -3.202], [4.353, -1.985, -1.191], [-1.816, 6.154, -3.867], [-1.092, -5.411, -3.970], [-0.603, 4.161, 0.931], [1.607, -2.822, 4.263], [2.197, 2.757, 2.896], [1.668, 0.618, 2.918], [0.312, 4.709, 1.155], [-0.215, 6.584, 0.192], [-3.252, 3.682, -3.325], [-1.391, 0.181, 1.482], [-1.949, 6.496, -2.234], [1.228, -1.621, 3.395], [-2.234, -0.111, -0.381], [0.230, -1.425, -3.726], [2.579, -3.273, -0.287], [0.678, 0.752, 2.482], [0.587, -1.831, 2.365], [2.667, -5.613, 1.823], [2.390, -1.060, -1.049], [3.289, 1.581, 3.821], [0.412, -0.565, -2.721], [0.327, 6.574, 4.772], [3.248, -1.904, -0.494], [1.604, -6.708, -3.990], [-0.260, 5.414, 4.787], [1.234, -2.647, 5.538], [2.855, -7.183, 1.213], [-3.964, 5.182, -2.041], [0.304, 5.396, -0.902], [-3.506, 2.674, -2.546], [1.289, -1.417, -4.539], [-4.333, -0.495, 1.128], [-3.732, 1.412, -3.312], [1.274, -5.878, -5.432], [-0.350, 4.650, 3.451], [-0.189, -2.894, -3.281], [-1.060, 1.845, 0.041], [0.294, -7.235, -4.962], [-3.079, -1.128, 2.837], [-3.734, 2.762, -1.322], [3.038, -5.688, -0.302], [-3.543, 1.478, -4.630], [1.062, -3.966, 3.781], [-1.993, 5.648, -2.918], [-4.360, -1.039, 2.394], [-0.109, -5.474, -2.699], [1.841, -0.565, 3.688], [2.917, -3.007, 4.141], [3.557, -1.375, 0.655], [0.078, -0.079, -0.128]]
}



Record 2
{
  "formula": "C20H25CoN2O9SSe",
  "method": "wB97M-V/def2-TZVPD",
  "e_above_lowest_ev": 0.746,
  "gap_ha": [0.2458, 0.2481],
  "total_energy_ha": -5746.182884,
  "max_force_ev_per_a": 3.642,
  "spin_multiplicity": 4,
  "total_charge": -1,
  "homo_ev": [-5.6, -5.6],
  "molar_mass_g_mol": 607.4,
  "s2": 3.756,
  "symbols": ["C", "C", "Co", "N", "H", "H", "C", "H", "H", "H", "C", "H", "H", "H", "C", "O", "H", "H", "C", "C", "C", "O", "H", "H", "H", "H", "H", "O", "C", "H", "H", "H", "O", "O", "C", "C", "C", "C", "Se", "C", "C", "O", "C", "H", "H", "C", "H", "H", "S", "C", "O", "H", "H", "C", "H", "O", "C", "N", "O"],
  "xyz": [[-2.734, -2.842, 0.984], [0.244, -0.936, -3.054], [0.275, 0.972, -1.366], [0.745, 2.382, 0.219], [-3.896, -5.635, 0.406], [1.797, -4.196, -1.691], [-0.009, -3.209, -2.275], [3.213, 3.874, 1.401], [1.778, 5.438, 0.527], [0.181, 2.932, 3.255], [0.900, 3.692, -0.462], [-0.019, 3.888, -1.035], [-1.209, 2.915, 0.635], [0.824, -4.271, 1.718], [-2.574, -4.210, 1.316], [-1.907, 1.003, -0.766], [-1.637, -0.959, 0.706], [-1.151, -5.761, 1.860], [2.158, -2.191, -2.316], [-1.306, -4.692, 1.559], [2.336, 3.290, 1.762], [-3.473, 1.837, -2.661], [3.197, -2.339, -2.101], [-1.575, -1.890, -2.913], [2.745, 2.004, 0.133], [-4.662, -4.570, 1.617], [1.301, 4.880, 2.662], [0.846, -0.636, -0.002], [2.459, 0.298, -3.014], [-0.674, -4.035, -1.987], [-0.792, 1.498, 1.506], [1.895, 1.099, 1.453], [2.122, 1.221, -2.233], [-0.685, 2.242, -2.670], [-0.404, 2.493, 1.132], [2.012, 2.093, 0.901], [-0.373, -2.531, 1.255], [0.904, 4.764, 0.631], [-2.153, 2.237, -1.843], [1.587, -0.994, -2.849], [-0.079, 3.409, 2.352], [-2.198, 3.690, -1.094], [1.326, -3.265, -2.048], [-3.721, -5.891, 2.130], [0.007, 5.350, 0.811], [-0.173, -3.865, 1.532], [1.716, 3.751, -1.093], [-0.923, 4.046, 2.535], [1.032, -1.455, 1.240], [-3.769, -5.123, 1.364], [0.900, -0.567, 2.398], [-3.677, -2.406, 0.713], [-0.137, -0.085, -3.526], [-1.607, -2.013, 0.934], [2.755, 3.117, 2.775], [2.268, -2.266, 1.210], [-0.550, -2.036, -2.794], [1.132, 4.170, 1.918], [3.408, 0.287, -3.763]]
}



Record 3
{
  "formula": "C20H25F4NO15S",
  "method": "wB97M-V/def2-TZVPD",
  "gap_ha": 0.3467,
  "total_energy_ha": -2757.956764,
  "max_force_ev_per_a": 8.903,
  "homo_ev": -9.4,
  "molar_mass_g_mol": 627.5,
  "smiles": "O=C(O)CCC[C@@H]1C[C@@H](S)C(=O)N1.O=C1OC[C@@H](F)O1.O=C1OC[C@@H](F)O1.O=C1OC[C@@H](F)O1.O=C1OC[C@@H](F)O1",
  "symbols": ["C", "H", "O", "O", "C", "C", "H", "H", "C", "H", "C", "H", "C", "O", "C", "C", "C", "H", "O", "H", "C", "H", "C", "O", "O", "F", "S", "C", "H", "H", "N", "H", "O", "C", "H", "O", "H", "H", "H", "C", "F", "H", "C", "H", "O", "O", "C", "H", "C", "O", "O", "F", "F", "C", "H", "H", "C", "H", "C", "O", "O", "H", "H", "H", "O", "H"],
  "xyz": [[5.816, -3.758, 3.226], [-0.172, -2.444, -1.037], [4.061, -5.127, 3.712], [-0.137, -5.379, 3.265], [-1.377, -0.005, -0.737], [3.145, 1.294, 3.415], [-0.299, 6.016, -3.149], [5.277, -5.554, 2.112], [5.346, -5.169, 3.135], [-3.545, 1.543, -1.302], [0.694, -4.809, 1.236], [-4.478, 3.643, -5.088], [-4.214, 3.440, -3.966], [-1.794, -3.802, 3.271], [3.311, 0.314, 4.526], [-0.910, -4.408, 2.689], [-5.356, 2.653, -3.030], [0.194, -6.825, 1.843], [-2.118, -0.795, 0.098], [1.484, -4.071, 1.407], [0.665, -5.916, 2.233], [6.522, -3.502, 2.432], [-0.893, 3.723, -3.309], [1.521, 3.721, -2.374], [4.528, -0.323, 4.194], [6.122, -5.986, 3.882], [-4.725, 1.203, -1.990], [0.673, 3.242, -3.290], [2.491, -0.407, 4.571], [-2.635, 6.075, -4.472], [-5.253, 5.224, -2.657], [6.275, -3.526, 4.193], [-0.567, -4.196, 1.387], [-1.095, -2.056, -1.482], [-3.390, 2.581, -4.052], [-0.924, -0.698, -1.819], [-6.065, 2.211, -3.874], [-1.567, 3.017, -2.624], [-5.688, 5.376, -3.611], [-1.154, 5.263, -2.806], [2.503, 2.404, 3.843], [3.409, 0.796, 5.505], [5.216, 0.550, 3.396], [-3.487, 4.229, -1.952], [2.436, -3.530, 3.570], [1.059, 2.222, -4.322], [-2.261, -2.041, -0.554], [-2.232, -2.865, 0.164], [-6.024, 3.945, -2.269], [4.470, 1.647, 3.087], [4.614, -3.025, 3.091], [-1.385, -2.742, -2.610], [0.782, -5.295, -0.023], [-2.659, 5.740, -3.340], [2.642, 0.889, 2.531], [1.662, -6.169, 2.602], [3.604, -3.866, 3.469], [-2.892, 6.737, -2.728], [-3.856, 4.686, -2.965], [-1.144, 1.175, -0.534], [6.356, 0.365, 3.004], [-1.095, 5.238, -1.615], [0.191, 1.743, -4.557], [-3.221, -2.067, -1.080], [-7.093, 3.808, -1.475], [-1.368, 3.645, -4.399]]
}



Record 4
{
  "formula": "C20H25FN4O2S",
  "method": "wB97M-V/def2-TZVPD",
  "e_above_lowest_ev": 19.134,
  "gap_ha": 0.3105,
  "total_energy_ha": -1644.031424,
  "max_force_ev_per_a": 15.292,
  "homo_ev": -7.9,
  "molar_mass_g_mol": 404.5,
  "smiles": "Cc1nc(CCNC(=O)C[C@@H]2C(=O)NCCN2Cc2ccc(F)cc2)sc1C",
  "symbols": ["H", "H", "C", "C", "H", "N", "C", "H", "H", "H", "C", "C", "C", "C", "C", "C", "H", "N", "H", "H", "C", "H", "N", "H", "O", "H", "H", "C", "H", "H", "C", "S", "H", "C", "F", "C", "H", "C", "O", "H", "N", "H", "C", "C", "C", "H", "C", "H", "H", "H", "H", "H", "C"],
  "xyz": [[-0.922, -0.264, 1.685], [-6.745, -1.372, -1.526], [4.263, 0.032, 1.107], [-4.066, 1.278, 0.068], [-2.299, 2.370, -1.600], [1.515, -1.483, -0.019], [2.768, -2.016, 0.374], [-3.398, 3.208, 1.081], [1.612, 0.786, -2.696], [-0.990, 1.813, 1.143], [-4.271, -0.628, 0.877], [-1.327, 0.505, -0.288], [5.269, 0.792, 0.923], [4.063, -1.078, 0.248], [6.170, 0.771, -0.026], [5.939, -0.356, -1.048], [1.234, -0.761, 1.856], [-3.880, 0.490, 1.172], [-5.133, -2.119, 2.111], [2.083, 2.268, -0.679], [1.491, -0.915, -1.540], [6.670, -0.271, -2.033], [1.802, 1.259, -0.787], [0.324, -1.163, -1.676], [1.395, 1.955, 1.475], [3.491, 0.106, 2.115], [5.454, 1.614, 1.818], [-5.863, -1.922, -0.766], [2.618, -2.285, 1.524], [4.791, -1.659, -1.628], [-3.554, 2.673, 0.328], [-5.083, 0.842, -1.078], [-5.426, -2.364, -1.380], [-0.527, -0.425, 0.857], [7.165, 1.621, 0.106], [4.867, -1.173, -0.902], [3.083, 0.409, -2.255], [1.038, -0.615, 0.869], [-1.635, -0.163, -1.366], [-6.204, -2.579, 0.036], [-1.329, 1.901, 0.215], [1.858, -1.622, -2.158], [1.330, 1.078, 0.709], [-2.038, 2.622, -0.511], [-5.026, -0.573, -0.279], [-3.614, -2.497, 1.298], [-4.156, -1.750, 1.913], [-0.911, -1.570, 0.720], [3.099, -2.912, -0.238], [-3.464, -1.329, 2.590], [-1.413, 3.571, -0.516], [-4.103, 3.507, -0.540], [1.985, 0.390, -1.682]]
}